Below is a 2-piece molecular cluster, C4H12 overall, with properties calculated with ωB97M-V/def2-TZVPD.

HOMO energy (spin up / spin down) = -15.09 / -15.04 eV
Total charge = +1
Lowest unoccupied orbital energy (spin up / spin down) = -3.499 / -11.333 eV
Multiplicity = 2
Orbital gap (spin up / spin down) = 11.592 / 3.704 eV

```
16
Properties=species:S:1:pos:R:3:forces:R:3:mulliken_spin:R:1
C 0.8827 2.4976 1.0953 -1.0 0.0 -0.2 0.001
C 0.5083 1.3634 0.1328 0.0 -0.5 0.8 0.003
H 1.8507 2.8813 0.8234 0.3 0.3 0.3 0.000
H 0.1308 3.2982 1.0480 0.4 0.0 -0.2 0.002
H 0.8539 2.1503 2.1292 0.3 0.0 -0.1 0.002
H -0.5798 1.2882 0.0328 0.1 0.1 -0.3 0.002
H 1.0116 1.4332 -0.8337 -0.3 0.1 0.0 0.000
H 0.8263 0.4223 0.6106 0.1 0.0 -0.2 0.003
C -1.3772 -1.7878 -0.3903 1.0 0.3 0.3 0.171
C -0.0035 -1.8878 -0.8620 -0.5 0.2 -0.1 0.155
H -2.2217 -2.0874 -1.0619 -0.2 -0.3 0.1 0.141
H -1.4922 -2.6452 0.3456 -0.3 -0.2 -0.4 0.145
H -1.5926 -0.8174 0.0430 -0.3 0.2 -0.2 0.022
H 0.6018 -2.6501 -0.2778 0.2 -0.1 -0.5 0.162
H 0.5302 -0.9657 -1.0009 0.2 0.3 0.3 0.009
H 0.0705 -2.4931 -1.8339 -0.1 -0.5 0.4 0.183
```
Forces are in eV/Å.

***

Below is C14H36AuO6S2Si2Te as an isolated structure, with properties calculated with ωB97M-V/def2-TZVPD.

HOMO energy = -11.94 eV
Total charge = +1
Lowest unoccupied orbital energy = -5.210 eV
Orbital gap = 6.733 eV

```
62
Properties=species:S:1:pos:R:3:forces:R:3:mulliken_charge:R:1
Au 1.5575 0.9636 0.2497 0.0 -0.2 -0.5 1.017
C -2.3719 2.0111 1.6672 -0.1 0.0 0.0 -1.204
O -1.7591 1.7978 0.3931 -0.1 0.1 0.1 0.263
C -1.5751 3.0170 -0.3236 0.1 -0.1 -0.1 -0.963
C -0.3242 3.7899 0.0536 0.0 -0.1 0.0 -0.390
O 0.8008 3.2343 -0.6385 -0.1 0.2 -0.1 -0.412
C 1.9822 4.0308 -0.5741 0.0 -0.1 0.1 -0.589
C 2.8098 3.7051 0.6489 0.0 -0.1 0.0 -0.569
O 3.2926 2.3547 0.5140 0.0 0.1 0.0 -0.399
C 4.1824 1.9832 1.5863 0.0 0.0 0.0 -0.766
H -3.3619 2.4564 1.5357 0.0 0.0 0.0 0.381
H -1.7600 2.6413 2.3103 0.0 0.0 0.0 0.317
H -2.4771 1.0411 2.1520 0.0 0.0 0.0 0.342
H -2.4524 3.6532 -0.1747 0.0 0.0 0.0 0.444
H -1.5157 2.7623 -1.3841 0.0 0.0 0.0 0.321
H -0.1686 3.7531 1.1354 0.0 0.0 0.0 0.200
H -0.4375 4.8341 -0.2537 -0.1 0.0 0.0 0.560
H 1.7308 5.0949 -0.5775 0.0 0.0 0.0 0.429
H 2.5588 3.8112 -1.4731 0.0 0.0 0.0 0.355
H 2.2158 3.7851 1.5650 0.0 0.0 0.0 0.269
H 3.6719 4.3724 0.7186 0.0 0.0 0.0 0.519
H 4.9764 2.7264 1.6610 0.0 0.0 0.0 0.358
H 4.6065 1.0184 1.3218 0.0 0.0 0.0 0.227
H 3.6350 1.9056 2.5271 0.0 0.0 0.0 0.355
O -0.3518 1.2140 4.5229 0.0 -0.3 0.0 -0.556
S 0.5763 0.8209 3.5107 0.1 0.5 0.3 0.993
O 1.9068 0.4473 3.8950 -0.1 -0.1 0.0 -0.596
O 0.4864 1.6224 2.2985 0.1 0.5 0.2 -0.409
S -0.1853 -1.1180 2.7925 -1.0 -0.1 -1.0 -0.214
C -3.2814 -2.8422 0.3461 0.0 0.0 0.0 -0.989
Si -3.4188 -1.5401 -0.9897 -0.1 -0.1 0.0 0.053
C -4.5585 -0.1714 -0.4550 0.0 0.0 0.0 -0.846
C -3.9378 -2.3016 -2.6055 0.0 0.0 0.0 -1.064
C -1.6904 -0.7475 -1.2896 -0.9 0.1 0.3 -0.644
Te -0.3573 -0.7158 0.3503 2.1 -0.4 0.4 0.223
C 0.3794 -2.6578 -0.0278 -0.1 -0.1 -0.1 -0.773
Si 2.0609 -2.9006 -0.9184 0.0 0.1 0.0 -0.011
C 3.3736 -1.7591 -0.2405 0.1 0.0 -0.1 -0.938
C 1.7981 -2.5551 -2.7332 0.0 0.0 0.0 -1.034
C 2.5165 -4.6733 -0.5870 -0.1 0.0 0.0 -1.056
H -4.2827 -3.0729 0.7169 0.0 0.0 0.0 0.432
H -2.6993 -2.5250 1.2173 0.0 0.0 0.0 0.314
H -2.8540 -3.7759 -0.0246 0.0 0.0 0.0 0.316
H -5.5438 -0.5741 -0.2124 0.0 0.0 0.0 0.425
H -4.6870 0.5683 -1.2480 0.0 0.0 0.0 0.309
H -4.1839 0.3472 0.4287 0.0 0.0 0.0 0.158
H -4.9490 -2.7063 -2.5300 0.0 0.0 0.0 0.342
H -3.2744 -3.1199 -2.8932 0.0 0.0 0.0 0.342
H -3.9370 -1.5669 -3.4131 0.0 0.0 0.0 0.335
H -1.7832 0.3041 -1.5569 0.0 0.0 0.0 0.258
H -1.0876 -1.2817 -2.0288 0.2 0.0 0.2 0.673
H -0.4011 -3.1388 -0.6231 0.0 -0.1 0.1 0.198
H 0.4169 -3.1564 0.9418 0.0 0.0 0.0 0.656
H 3.2593 -0.7411 -0.6266 0.0 0.0 0.0 0.144
H 4.3520 -2.1031 -0.5876 0.0 -0.1 0.0 0.479
H 3.3963 -1.7292 0.8510 0.0 0.0 0.0 0.378
H 1.6154 -1.4938 -2.9238 0.0 0.0 0.0 0.311
H 0.9604 -3.1251 -3.1416 0.0 0.0 0.0 0.336
H 2.6877 -2.8356 -3.3010 0.0 0.0 0.0 0.377
H 2.6922 -4.8399 0.4776 0.0 0.0 0.0 0.342
H 3.4326 -4.9344 -1.1206 0.0 0.0 0.0 0.331
H 1.7361 -5.3644 -0.9115 0.0 0.0 0.0 0.342
```
Forces are in eV/Å.